86
Properties=species:S:1:pos:R:3:lowdin_charge:R:1 method="wB97M-V/def2-TZVPD" fmax_ev_per_a=3.84 de_lowest_ev=2.660 spin_multiplicity=1
Hg -0.3057 -1.4471 0.2470 0.83
C -0.2965 3.3820 3.8203 -0.13
C -1.0914 2.6521 3.0136 -0.10
C -0.8240 2.4772 1.5484 -0.19
C 0.6669 2.1538 1.2529 -0.20
C 1.4515 3.2345 0.5804 -0.10
C 1.3441 4.5362 0.9000 -0.12
C 0.6794 5.0589 2.1364 -0.19
C 0.8874 4.1735 3.3980 -0.19
C 1.1176 -2.9363 1.1365 -0.34
H -0.4830 3.3836 4.9010 0.10
H -2.0069 2.1932 3.4145 0.11
H -1.1691 3.3383 0.9569 0.11
H -1.4050 1.6043 1.2168 0.06
H 1.1253 1.8656 2.2078 0.07
H 0.7060 1.2529 0.6170 0.07
H 2.2084 2.8637 -0.1324 0.10
H 1.7660 5.3006 0.2328 0.10
H -0.3940 5.2568 1.9789 0.12
H 1.1332 6.0425 2.3513 0.11
H 1.7822 3.5491 3.2630 0.11
H 1.1229 4.8371 4.2364 0.10
H 0.8306 -3.0579 2.1894 -0.03
H 2.1694 -2.6268 1.0775 -0.04
H 0.9165 -3.8527 0.5726 -0.06
P 1.4975 -1.6229 -1.6038 1.00
P -1.9112 -1.0600 -1.5819 0.96
N 2.6882 -0.3673 -1.7100 -0.26
N 2.4543 -2.8868 -2.4629 -0.21
N -1.9820 0.6022 -2.1420 -0.25
N -3.5164 -1.5061 -2.1187 -0.24
C 0.4666 -1.1086 -3.0049 -0.41
C -0.9240 -1.7611 -2.9429 -0.38
C 3.7947 -0.3081 -0.8417 -0.12
C 4.7425 0.5343 -1.4029 -0.08
C 4.2158 1.0192 -2.6455 -0.08
C 2.9683 0.4474 -2.8170 -0.15
C 2.6947 -4.1937 -2.0287 -0.13
C 3.2581 -4.9154 -3.0737 -0.09
C 3.3564 -4.0341 -4.1976 -0.09
C 2.8919 -2.7979 -3.7932 -0.15
C -2.2071 1.6929 -1.2959 -0.14
C -1.9254 2.8684 -1.9779 -0.07
C -1.6212 2.5091 -3.3335 -0.07
C -1.6704 1.1229 -3.4111 -0.16
C -4.3253 -0.8480 -3.0750 -0.12
C -5.2623 -1.7505 -3.5646 -0.08
C -5.0222 -3.0133 -2.9110 -0.09
C -3.9521 -2.8425 -2.0493 -0.15
H 0.9412 -1.3504 -3.9685 0.08
H 0.3899 -0.0147 -2.9553 0.06
H -1.4459 -1.6607 -3.9065 0.09
H -0.8613 -2.8400 -2.7208 0.09
H 3.7815 -0.8643 0.0826 0.10
H 5.7116 0.7658 -0.9956 0.09
H 4.6927 1.6862 -3.3435 0.09
H 2.2529 0.5602 -3.6175 0.10
H 2.4443 -4.4779 -1.0152 0.09
H 3.5621 -5.9543 -3.0556 0.09
H 3.7110 -4.2748 -5.1936 0.09
H 2.8129 -1.8686 -4.3443 0.09
H -2.6240 1.5263 -0.3125 0.10
H -1.9266 3.8677 -1.5711 0.10
H -1.4074 3.1847 -4.1505 0.10
H -1.4972 0.4670 -4.2537 0.11
H -4.1663 0.1916 -3.3064 0.10
H -6.0134 -1.5307 -4.3041 0.09
H -5.5762 -3.9233 -3.0765 0.09
H -3.4480 -3.5314 -1.3886 0.10
C 0.7439 0.6107 5.5057 -0.09
C 1.4406 0.4421 4.2918 -0.10
C 0.8802 -0.2799 3.2530 -0.08
C -0.4320 -0.8340 3.3584 -0.21
C -1.1704 -1.3343 2.2602 -0.28
C -2.4266 -1.8614 2.4068 -0.16
C -3.0386 -1.8741 3.6872 -0.09
C -2.4106 -1.2597 4.7597 -0.05
C -1.1004 -0.7343 4.6302 -0.18
C -0.5040 0.0115 5.6663 -0.04
H 1.1669 1.2133 6.3014 0.10
H 2.4174 0.9213 4.1699 0.11
H 1.4252 -0.3783 2.3005 0.09
H -2.9672 -2.2895 1.5609 0.07
H -4.0118 -2.3414 3.8101 0.10
H -2.9199 -1.1301 5.7155 0.11
H -1.0677 0.1446 6.5882 0.11